117
Properties=species:S:1:pos:R:3 method="wB97M-V/def2-TZVPD" e_lumo_ev="-12.118 / -14.439" max_force_ha_per_bohr=0.088 charge=+4 homo_lumo_gap_ev="4.220 / 1.881" multiplicity=5 relative_energy_kcal_mol=0.0
H -23.183 -1.997 3.387
C -14.131 -0.708 4.378
C -13.983 -5.525 10.793
Pd -22.455 -4.918 9.010
N -20.333 -6.403 7.478
H -13.147 -2.944 12.915
H -15.700 -5.538 9.573
C -14.363 -1.588 5.412
H -23.932 0.329 7.858
C -15.582 -1.606 6.115
Si -23.578 -1.766 5.776
C -23.481 -8.840 9.584
H -22.735 0.729 9.172
H -24.531 0.772 9.471
C -19.147 -6.770 11.014
H -18.405 -7.530 10.970
C -19.497 -5.924 12.058
C -26.321 -5.011 13.060
H -25.142 -0.270 11.302
H -13.700 -6.531 10.505
H -20.268 -9.783 7.147
H -28.459 -2.763 7.763
H -19.033 -5.903 13.017
H -24.776 -7.077 9.120
N -21.171 -5.267 7.447
C -18.081 -9.809 7.103
C -22.183 -9.012 9.228
H -14.898 1.006 3.340
H -21.800 0.097 5.808
C -17.228 -8.988 7.832
H -21.313 -1.334 6.801
Si -26.273 -3.821 7.600
H -13.304 -0.793 3.700
N -23.775 -4.840 10.624
C -26.254 -4.290 15.358
C -21.780 -1.807 10.224
H -21.179 -1.440 5.018
N -20.041 -6.556 9.992
C -24.971 -4.670 12.927
H -21.266 -1.045 9.664
H -15.031 -1.920 11.708
H -27.111 -1.671 8.554
N -22.823 -6.993 8.411
H -22.574 -3.447 4.260
C -13.626 -3.501 12.131
C -24.945 -3.835 15.223
C -23.836 -7.585 9.123
C -14.750 -2.933 11.484
H -26.817 -4.198 16.273
C -15.093 0.302 4.101
C -27.438 -2.343 7.739
H -24.100 -9.661 9.920
H -25.000 0.352 5.922
C -16.583 -0.651 5.780
H -17.130 1.012 4.550
H -28.029 -5.267 8.702
H -21.519 -9.843 9.500
C -23.698 0.270 8.952
H -27.443 -1.755 6.803
H -19.030 -4.709 4.942
H -13.546 -2.217 5.765
C -20.430 -5.021 11.525
C -24.623 -1.239 11.260
Ge -24.031 -2.947 7.798
H -17.489 -0.659 6.314
H -24.355 -3.194 3.948
H -16.584 -3.195 7.268
C -23.402 -2.700 4.183
H -26.800 -5.521 12.271
H -23.286 -3.773 13.845
H -24.361 -3.482 16.075
C -26.928 -4.867 14.273
Si -23.542 -1.461 9.701
C -13.251 -4.857 11.790
B -20.239 -7.342 8.678
C -26.844 -4.693 5.978
C -24.303 -4.707 11.653
C -15.523 -3.640 10.544
H -27.060 -4.042 5.109
C -20.716 -4.451 6.459
H -17.166 -3.768 9.122
H -27.798 -5.166 6.243
C -24.320 -4.037 13.979
N -17.916 -8.199 8.673
S -16.360 -1.522 8.865
N -21.681 -7.953 8.605
H -12.304 -5.237 12.151
H -17.468 -2.673 10.572
H -14.747 -2.882 7.498
H -17.755 -10.654 6.517
H -25.345 -2.031 11.590
H -18.536 -6.906 6.551
C -26.925 -5.211 8.723
H -26.476 -6.147 8.465
C -19.344 -9.385 7.459
C -19.352 -6.218 6.563
H -20.871 -4.146 11.983
C -16.735 -3.085 9.851
H -21.445 -2.773 10.034
O -17.628 -0.812 8.488
H -26.144 -5.485 5.669
C -15.757 -2.438 7.312
C -25.060 -0.630 5.454
H -27.955 -5.181 14.375
C -15.149 -4.994 10.295
H -21.618 -1.603 11.282
H -16.096 -8.970 7.918
H -21.368 -3.628 6.152
N -20.817 -5.442 10.342
H -23.909 -1.361 12.074
C -21.797 -1.025 5.836
H -26.621 -5.017 9.766
N -19.210 -8.473 8.521
H -25.940 -1.118 5.815
H -25.110 -0.561 4.330
C -16.311 0.348 4.826
C -19.622 -5.030 5.824

---

178
Properties=species:S:1:pos:R:3 method="wB97M-V/def2-TZVPD" e_lumo_ev=-0.163 max_force_ha_per_bohr=0.053 charge=0 homo_lumo_gap_ev=9.600
C -1.684 5.470 -10.787
H -5.628 7.616 -6.371
Cl 3.781 -4.416 5.567
Cl 2.383 1.757 -6.842
H 4.412 3.109 5.159
H -6.558 4.557 -0.742
C -12.872 -5.708 -0.391
O -5.236 7.199 0.460
C 2.650 2.444 -0.585
Cl -6.722 0.648 -3.108
C 2.497 3.518 -6.784
Cl -7.241 -8.366 5.163
C -4.225 5.247 -0.344
Cl -11.971 -1.154 -4.463
Cl 7.914 -14.590 4.939
Cl 4.171 4.041 -6.985
Cl -4.251 -4.960 3.187
H 0.789 -2.333 4.679
H 5.320 -3.642 7.147
Cl 0.436 4.220 -2.323
C 6.136 8.563 1.816
Cl 0.597 1.897 8.298
Cl 2.176 -2.759 -1.315
C 1.714 1.493 0.216
H 1.916 3.922 -7.601
C 2.837 -1.931 8.744
Cl 1.151 -2.324 8.409
H -7.299 5.985 -1.493
H -1.637 5.475 1.059
H 6.158 6.588 -0.734
Cl 2.875 2.335 3.581
H 2.450 3.485 -0.320
H -3.530 -6.816 1.979
Cl 1.828 4.133 -5.272
Cl 9.203 -12.007 4.630
H 6.994 9.171 2.088
C 7.923 -4.567 -4.363
Cl -8.745 0.848 -5.187
H -4.276 4.456 -1.099
H 6.955 -12.552 4.299
H -12.293 -5.248 -1.182
H 1.174 0.877 -0.502
H 2.395 2.335 -1.638
C -5.276 6.324 -0.651
Cl 5.331 -11.253 -2.340
Cl 7.822 -8.350 7.650
Cl 5.728 2.037 3.542
C 0.646 1.647 6.551
Cl -1.522 -5.863 2.734
Cl -5.046 7.071 -8.570
Cl 2.985 -1.850 4.009
C -1.783 2.537 0.401
H -7.162 5.873 0.265
C 5.295 4.435 0.029
Cl 4.290 -0.892 -2.016
Cl -15.072 -4.815 -3.779
Cl 3.687 -3.351 9.368
H -17.211 -5.319 -2.979
H 8.464 -3.928 -5.049
C -7.011 0.855 -4.843
Cl -13.800 -4.442 0.419
O -3.863 4.153 2.961
H 4.493 -3.085 -1.221
Cl 9.393 5.323 -1.473
H -0.685 0.669 0.670
C -5.046 -2.118 -0.555
H -1.711 4.616 2.713
H 6.661 -7.500 5.807
Cl 1.425 -4.226 3.441
H -0.794 6.042 -10.562
Cl 8.650 -8.299 4.868
O -4.493 4.777 0.956
H -1.351 3.471 0.044
Cl -5.124 -3.222 0.817
C 5.662 6.933 0.175
H 6.915 -0.559 -7.394
Cl -6.924 -6.260 7.136
Cl 8.532 7.924 -2.435
Cl 9.086 -5.597 -3.528
C -2.211 5.167 1.919
H 2.556 -5.982 -2.264
Cl -6.271 2.342 -5.440
C 3.864 -12.190 -2.622
H 3.855 5.902 0.734
H 2.300 0.840 0.863
H 5.216 5.641 1.849
H 5.369 9.135 1.297
C 0.696 2.264 1.131
C 1.350 -2.486 3.766
Cl 0.049 0.041 6.137
Cl -3.361 -7.542 4.202
H 3.739 -12.310 -3.689
Cl -2.664 6.402 -11.921
Cl 5.021 0.275 -6.301
Cl -16.456 -7.367 -3.825
Cl 4.814 -5.755 -1.695
H -11.668 -1.385 -2.151
C 5.231 -4.545 6.556
C -3.208 -6.354 2.902
Cl -7.287 6.094 -7.013
C 4.313 2.202 4.577
O -4.673 6.033 4.073
H -5.940 7.847 0.376
Cl 3.635 -1.306 7.293
C 3.186 -6.410 -1.496
H 2.867 -1.159 9.500
H -2.912 2.244 2.202
C -6.671 5.636 -0.674
Cl 3.998 -13.793 -1.897
C 4.742 3.155 0.701
Cl -7.724 -5.600 4.424
H -1.005 1.505 2.165
H 5.532 2.636 1.249
C 4.172 2.222 -0.403
Cl -0.114 6.523 -0.692
C 7.892 -13.047 4.080
C 3.837 -2.256 -0.990
C 4.928 5.711 0.800
C -5.632 6.703 -6.949
Cl -1.186 3.937 -11.509
Cl -11.753 -6.477 0.736
Cl 6.292 -9.808 5.658
Cl 4.029 -1.858 0.717
Cl -2.565 5.201 -9.283
H 4.672 2.411 -1.351
Cl 2.213 6.522 -2.426
Cl 6.152 -2.397 -6.158
O -2.984 6.187 2.556
Cl 7.984 -13.304 2.336
Cl 10.960 7.690 -0.857
H 6.383 4.380 -0.012
Cl -10.903 -3.429 -3.006
H 4.908 7.658 -0.144
C 7.277 -8.374 5.973
H 5.706 8.158 2.739
C -3.387 4.224 1.582
C -0.725 1.658 1.122
O 6.629 7.478 1.045
C 9.336 7.053 -1.126
Cl -3.386 -1.594 -0.849
C -3.929 5.491 3.297
Cl 6.670 -4.688 5.540
H -0.044 6.395 -3.040
H -5.729 -6.580 5.149
C 6.499 -0.683 -6.404
Cl 7.064 -3.540 -3.213
C -6.767 -6.687 5.431
Cl -13.949 -6.904 -1.113
H 8.757 7.199 -0.221
H -5.051 6.844 -1.583
Cl 2.450 -11.337 -1.994
Cl -4.579 5.537 -6.135
H 1.101 2.176 2.137
Cl 5.110 -5.916 7.660
H -5.392 -2.652 -1.430
C 0.546 5.975 -2.235
Cl 0.525 -1.634 2.463
Cl -17.536 -5.103 -5.286
Cl 7.689 -0.117 -5.229
Cl 2.535 -5.933 0.070
C -11.092 -1.671 -3.021
H -3.243 5.718 -0.457
Cl -6.101 -0.727 -0.311
H 1.675 1.716 6.228
Cl 3.180 -8.164 -1.684
H 4.855 4.520 -0.964
Cl 6.786 -5.545 -5.300
H 0.712 3.326 0.886
H 4.338 1.185 -0.105
H 3.934 3.383 1.391
C -16.644 -5.612 -3.852
C -3.061 2.756 1.256
Cl -9.522 -0.877 -2.933
H -3.925 2.275 0.804
H -2.069 1.994 -0.501
Cl 4.180 0.835 5.688
H -6.560 0.022 -5.364
Cl -0.283 2.893 5.715

---

110
Properties=species:S:1:pos:R:3 method="wB97M-V/def2-TZVPD" e_lumo_ev="-2.122 / -2.303" max_force_ha_per_bohr=0.018 charge=+1 homo_lumo_gap_ev="7.540 / 7.376" multiplicity=3 relative_energy_kcal_mol=29.4
C -2.733 -2.579 -4.484
H 4.848 -0.458 -2.435
H 1.953 -4.413 2.831
H 2.214 2.840 1.496
H 1.565 -1.321 -1.182
C -6.154 -0.051 1.773
C -2.366 1.614 -0.333
O 1.292 0.393 4.743
C -1.448 -2.176 -6.478
H -2.899 -2.262 0.620
H 1.964 3.618 -0.070
H -1.174 7.099 0.121
Co 2.213 -0.187 0.787
H -0.985 6.248 -1.411
C -3.861 -0.848 1.912
C 5.454 0.145 -0.435
C 0.714 -2.936 2.003
C 3.778 2.463 0.065
N 3.634 -2.157 0.208
C -1.194 2.584 1.714
H 6.215 -0.325 0.189
N 2.363 -0.693 -1.071
C -3.592 -3.242 -6.638
H 3.412 -2.327 -1.866
H -3.520 3.378 2.413
H -2.326 -2.823 -8.320
H -3.200 -3.423 -2.546
C -1.428 3.919 -0.275
H -3.310 -2.904 2.207
H 4.387 3.268 0.472
C 2.057 -3.637 2.070
H 0.101 -1.151 1.505
H 0.426 6.609 -0.411
C -0.353 4.840 1.640
C -5.728 1.173 2.277
H 3.894 -0.454 4.912
H 0.146 5.668 2.134
H -1.925 -1.827 2.020
H 2.716 -5.344 0.853
H 4.360 0.581 3.545
C -2.941 -2.021 1.685
H -6.456 1.963 2.432
H 2.803 -2.938 2.453
H -1.787 4.022 -1.294
H 3.942 2.439 -1.011
H 4.846 -5.193 -0.561
C 5.828 -3.331 -1.129
H 6.721 -3.916 -1.324
C 3.707 -3.589 0.143
H -4.626 -3.541 -4.787
C -5.207 -1.047 1.609
S 4.345 0.894 0.802
C 3.654 0.457 4.363
H -3.395 1.521 0.019
C -0.799 4.997 0.333
C 4.908 -0.913 -1.443
C -0.501 -1.447 -4.260
Te -1.415 0.803 2.859
H -4.372 -3.698 -7.232
C 3.572 -1.549 -1.116
H -2.391 1.810 -1.405
C 5.918 -2.046 -1.516
H -3.631 -1.713 -2.717
H 3.206 0.919 -2.085
H 1.926 0.137 -2.995
O 0.714 -1.795 1.109
C -0.014 3.544 3.750
C -4.401 1.415 2.605
C 2.519 -4.278 0.741
H -4.934 3.305 3.465
N 2.006 0.190 2.614
H 0.435 -2.592 3.001
C -2.902 -2.475 -2.990
H -7.761 -1.273 1.024
C 2.314 2.703 0.419
C -0.622 6.306 -0.386
C -0.532 3.654 2.341
C -3.734 -3.154 -5.263
C -3.453 0.397 2.399
C -7.602 -0.282 1.447
C 2.201 0.358 3.905
C 4.751 -4.116 -0.498
H -0.828 3.345 4.450
N 1.446 1.569 0.055
C -2.445 -2.751 -7.247
H 4.456 -1.824 0.704
H 0.483 4.466 4.051
H -0.484 -0.366 -4.398
H 5.968 0.951 -0.959
H 1.702 -4.195 0.012
C -4.038 2.768 3.157
C 1.206 1.408 -1.394
H 0.209 0.976 -1.504
Te -0.985 -1.914 -2.222
H -7.964 0.457 0.730
H -8.219 -0.195 2.342
H -1.896 0.642 -0.164
H -5.519 -2.020 1.241
H 0.691 2.716 3.867
H 0.551 1.737 0.511
H -3.377 2.679 4.021
H -0.551 -1.797 -6.953
H -0.054 -3.626 1.644
H 1.205 2.371 -1.913
C 2.231 0.450 -1.992
H 0.479 -1.851 -4.510
C -1.645 2.713 0.392
C -1.584 -2.086 -5.096
H 6.873 -1.746 -1.936
H 3.739 1.293 5.055